Here is 2 unconnected molecules or ions with the total composition C2H6N4 at a distorted geometry from the OMol25 dataset. Energies are from ωB97M-V with the def2-TZVPD basis set.

Its spin multiplicity is 3. Its expectation value of S² is 2.0056. The lowest unoccupied orbital energy (alpha / beta) comes out at 1.011 / -2.845 eV.

Last column: Löwdin spin population.
Positions of all 12 atoms, in Å:
C (1.422, -1.094, 0.284)  0.654
C (1.131, 1.137, -0.127)  0.111
N (-3.716, 0.689, 0.481)  0.015
N (-2.992, 0.034, -0.060)  0.002
N (-2.229, -0.613, -0.675)  0.020
N (0.601, -0.199, -0.020)  0.952
H (2.475, -1.132, 0.356)  0.109
H (0.964, -2.136, 0.533)  0.088
H (0.400, 1.764, 0.128)  0.011
H (1.944, 1.193, 0.477)  0.016
H (1.352, 1.341, -1.084)  0.016
H (-1.353, -0.983, -0.294)  0.005

Here is 2 unconnected molecules or ions with the total composition C2H6N4O at a distorted geometry from the OMol25 dataset. Energies are from ωB97M-V with the def2-TZVPD basis set.

The lowest unoccupied orbital energy comes out at 0.543 eV. As for the SMILES: c1nnn[nH]1.CO.

Last column: Mulliken charge in e.
Positions of all 13 atoms, in Å:
C (2.291, 0.769, 0.345)  -0.057
N (3.371, 0.222, -0.162)  -0.325
N (2.898, -0.764, -0.938)  -0.345
N (1.602, -0.787, -0.914)  -0.232
N (1.215, 0.098, -0.011)  0.306
H (2.182, 1.522, 1.113)  0.378
H (0.213, 0.286, 0.103)  0.355
C (-2.544, -0.300, 0.321)  -0.653
O (-1.448, 0.177, -0.384)  -0.617
H (-2.608, 0.494, 1.119)  0.254
H (-2.574, -1.307, 0.749)  0.292
H (-3.406, 0.062, -0.227)  0.302
H (-1.191, -0.471, -1.115)  0.341

Here is C2H6N4O2 in the gas phase at a distorted geometry from the OMol25 dataset. Energies are from ωB97M-V with the def2-TZVPD basis set.

The lowest unoccupied orbital energy (alpha / beta) comes out at 0.528 / 0.528 eV.

Last column: Mulliken charge in e.
Positions of all 14 atoms, in Å:
C (0.068, -0.857, -0.869)  0.494
N (1.445, 0.148, 0.989)  -0.764
O (-0.110, -0.475, -2.158)  -0.559
O (0.759, -2.009, -0.778)  -0.439
N (0.277, -0.009, 0.205)  0.297
H (-0.947, 0.049, -2.074)  0.412
H (0.826, -2.362, -1.678)  0.360
H (1.528, -0.627, 1.641)  0.242
H (2.263, 0.142, 0.383)  0.262
N (-1.142, 1.538, 1.289)  -0.407
C (-1.042, 0.503, 0.408)  0.578
N (-1.781, -0.099, -0.405)  -0.910
H (-0.517, 1.693, 2.068)  0.217
H (-1.627, 2.366, 0.979)  0.217

Here is a molecular structure, C2H6N4O2 at a distorted geometry from the OMol25 dataset. Energies are from ωB97M-V with the def2-TZVPD basis set.

The lowest unoccupied orbital energy comes out at 0.517 eV.

Last column: Mulliken charge in e.
Positions of all 14 atoms, in Å:
C (0.224, 0.007, -0.183)  0.415
C (-1.180, 0.511, 0.101)  0.105
H (1.362, -2.767, -0.133)  0.326
H (2.171, -1.682, -0.709)  0.244
H (2.055, 0.722, 0.932)  0.340
H (1.428, 2.844, -0.646)  0.329
H (-1.239, 1.474, 0.935)  0.251
H (-3.848, -0.964, 0.175)  0.364
N (1.592, -1.743, 0.184)  -0.690
N (0.327, -1.266, -0.054)  -0.167
N (1.522, 0.819, -0.242)  -0.332
N (-1.971, -0.299, -0.395)  -0.286
O (0.909, 2.203, 0.010)  -0.441
O (-3.353, 0.142, 0.026)  -0.460

Taking the records one at a time from the top gives ΔE to the lowest compared entry with this formula, charge and spin values of 198.5 303.0 330.3 849.4 kJ/mol.